Entry 1:
The following is a DFT calculation (the ωB97M-V functional and the def2-TZVPD basis) of a cluster of 2 separate species, C3H8N2O in total at a distorted geometry.

Last column: Mulliken charge in e.
Atoms and positions in Å:
H -2.684 -0.495 0.490  0.262
N -1.876 -0.947 0.074  -0.712
C -0.816 -0.244 0.099  0.817
C -0.739 1.148 0.683  -1.179
N 0.115 -0.516 -1.094  -0.562
H 0.003 1.783 0.201  0.273
H -1.705 1.653 0.687  0.414
H -0.453 1.036 1.729  0.300
H -0.225 -0.304 -2.025  0.224
H 0.316 -1.510 -1.124  0.316
C 1.897 -0.435 -0.070  -0.058
O 1.214 -0.827 0.948  -0.562
H 2.860 -0.945 -0.216  0.292
H 2.092 0.604 -0.383  0.176

Summary:
**SMILES**: [H]/N=C(\C)N.C=O
**HOMO**: -9.2 eV
**Charge**: 0
**ΔE to the lowest compared entry with this formula, charge and spin**: 4.116 eV



Entry 2:
The following is a DFT calculation (the ωB97M-V functional and the def2-TZVPD basis) of a structure of composition C10H30BrCdN6O4 at a distorted geometry.

Last column: Mulliken charge in e.
Atoms and positions in Å:
Cd -0.622 -0.051 -0.434  2.708
Br -1.635 1.339 -2.370  -0.705
C -3.706 -0.195 0.584  0.505
O -2.517 -0.535 0.543  -0.645
N -4.143 0.914 -0.078  -0.280
N -4.632 -0.932 1.274  -0.426
H -3.499 1.220 -0.812  0.002
H -5.128 1.105 -0.124  0.215
H -4.317 -1.705 1.830  0.230
H -5.607 -0.905 1.036  0.200
C 0.154 -1.772 2.549  0.305
O 0.098 -1.249 1.444  -0.574
N 1.134 -2.667 2.874  -0.435
N -0.791 -1.536 3.523  -0.384
H 1.307 -2.961 3.819  0.169
H 1.842 -2.914 2.209  0.204
H -1.426 -0.763 3.485  0.219
H -0.647 -1.961 4.424  0.176
C 1.576 1.747 2.028  -1.339
C 0.534 2.585 1.319  0.360
C 1.019 3.391 0.140  -1.014
O 1.654 2.531 -0.788  -0.391
C 1.937 3.180 -2.015  -0.931
N -0.712 1.810 0.986  -0.659
H 2.253 2.382 2.609  0.467
H 2.242 1.164 1.387  0.152
H 1.151 1.070 2.774  0.302
H 0.250 3.332 2.078  0.432
H 1.724 4.143 0.503  0.420
H 0.124 3.802 -0.344  0.451
H 1.016 3.498 -2.525  0.344
H 2.410 2.464 -2.685  0.262
H 2.571 4.058 -1.864  0.339
H -0.994 1.395 1.871  0.161
H -1.387 2.540 0.764  0.290
C 2.891 -1.212 -2.666  -1.537
C 1.458 -0.932 -2.217  0.319
C 0.742 -2.266 -1.960  -0.897
O -0.573 -1.988 -1.525  -0.443
C -1.413 -3.128 -1.419  -0.879
N 1.481 -0.169 -0.924  -0.391
H 3.429 -0.270 -2.801  0.359
H 2.940 -1.696 -3.649  0.452
H 3.481 -1.871 -2.022  0.375
H 1.030 -0.300 -2.992  0.323
H 1.323 -2.810 -1.206  0.333
H 0.747 -2.821 -2.904  0.500
H -1.540 -3.590 -2.406  0.307
H -2.383 -2.804 -1.065  0.186
H -0.941 -3.892 -0.794  0.353
H 1.856 0.768 -1.118  0.270
H 2.236 -0.543 -0.348  0.241

Summary:
**HOMO**: -11.3 eV
**Charge**: +1
**ΔE to the lowest compared entry with this formula, charge and spin**: 0.000 eV



Entry 3:
The following is a DFT calculation (the ωB97M-V functional and the def2-TZVPD basis) of a cluster of 7 separate species, H14O7 in total.

Last column: Mulliken charge in e.
Atoms and positions in Å:
O 0.554 -0.173 -1.211  -0.638
H -0.262 -0.450 -0.779  0.303
H 0.630 0.762 -0.991  0.292
O 5.470 0.285 -0.372  -0.639
H 5.413 -0.450 0.249  0.311
H 4.760 0.877 -0.100  0.326
O 2.831 0.723 0.736  -0.659
H 2.224 0.803 1.480  0.294
H 2.280 0.394 0.017  0.400
O -2.040 4.301 -0.198  -0.625
H -2.408 3.412 -0.260  0.310
H -1.089 4.167 -0.279  0.316
O 0.230 -3.332 0.006  -0.612
H 0.839 -2.946 0.646  0.312
H 0.684 -4.126 -0.299  0.304
O -2.998 -0.584 1.339  -0.539
H -3.290 -0.894 2.204  0.270
H -2.461 0.191 1.537  0.286
O -3.814 -1.245 -0.945  -0.585
H -3.130 -0.584 -1.100  0.272
H -4.423 -1.130 -1.682  0.301

Summary:
**SMILES**: O.O.O.O.O.O.O
**HOMO**: -11.0 eV
**Charge**: 0
**ΔE to the lowest compared entry with this formula, charge and spin**: 2.436 eV



Entry 4:
The following is a DFT calculation (the ωB97M-V functional and the def2-TZVPD basis) of a cluster of 2 separate species, C5H13NO2 in total at a distorted geometry.

Last column: Mulliken charge in e.
Atoms and positions in Å:
C 0.000 0.000 0.000  -0.724
C 1.338 0.781 -0.032  -0.339
C 1.947 1.036 1.363  0.376
O 1.411 0.495 2.328  -0.626
N 3.216 1.599 1.419  0.180
C 3.724 2.704 0.549  -0.925
C 4.083 1.303 2.483  -1.042
H 0.134 -1.042 0.336  0.293
H -0.532 -0.008 -0.966  -0.071
H -0.622 0.531 0.740  0.326
H 2.106 0.189 -0.567  0.266
H 1.291 1.780 -0.507  0.323
H 4.767 2.998 0.750  0.324
H 3.092 3.608 0.569  0.300
H 3.672 2.261 -0.461  0.330
H 3.899 1.994 3.323  0.330
H 5.132 1.413 2.160  0.361
H 3.931 0.270 2.838  0.318
O -0.522 -0.625 -3.320  -0.659
H -1.057 0.014 -2.796  0.323
H -0.816 -1.510 -3.006  0.335

Summary:
**SMILES**: CCC(=O)N(C)C.O
**HOMO**: -9.0 eV
**Charge**: 0
**ΔE to the lowest compared entry with this formula, charge and spin**: 1.462 eV



Entry 5:
The following is a DFT calculation (the ωB97M-V functional and the def2-TZVPD basis) of a cluster of 2 separate species, C3H7NO in total.

Last column: Mulliken charge in e.
Atoms and positions in Å:
O 1.967 0.456 -0.100  -0.442
C 1.225 -0.170 -0.815  -0.273
C -0.252 0.047 -0.920  0.238
C -1.161 -0.174 0.247  -0.278
N -0.811 1.166 -0.178  -0.493
H 1.614 -0.990 -1.457  0.320
H -0.668 -0.211 -1.894  0.381
H -0.750 -0.478 1.205  0.048
H -2.152 -0.567 0.023  0.260
H -1.565 1.601 -0.700  0.238
H 1.374 -0.084 2.043  -0.170
H 1.179 -0.596 2.547  0.171

Summary:
**SMILES**: O=C[C@H]1CN1.[H][H]
**HOMO**: -9.9 eV
**Charge**: 0
**ΔE to the lowest compared entry with this formula, charge and spin**: 3.248 eV



Entry 6:
The following is a DFT calculation (the ωB97M-V functional and the def2-TZVPD basis) of a structure of composition C22H22Cl2N4O4Sr.

Last column: Mulliken charge in e.
Atoms and positions in Å:
Sr -0.636 0.544 -0.917  1.947
O -1.457 -4.562 -1.596  -0.721
C -0.837 -5.037 -0.465  0.539
C -0.981 -6.391 -0.202  -0.566
C -0.358 -6.960 0.896  -0.369
C 0.417 -6.167 1.734  -0.695
C 0.535 -4.813 1.487  -0.974
C -0.093 -4.209 0.391  0.805
C 0.056 -2.776 0.180  -0.213
O -0.998 -2.053 -0.519  -0.413
N 1.102 -2.081 0.480  -1.055
N 1.137 -0.803 0.204  0.780
C 2.340 -0.155 0.532  -1.505
C 2.499 1.170 0.236  0.758
C 3.695 1.902 0.616  -1.176
C 3.826 3.211 0.323  -0.213
C 2.776 3.898 -0.374  -0.944
C 1.674 3.173 -0.709  -0.658
N 1.474 1.861 -0.441  0.483
H -1.076 -3.707 -1.828  0.355
H -1.564 -6.988 -0.891  0.444
H -0.469 -8.018 1.088  0.381
H 0.916 -6.603 2.589  0.382
H 1.119 -4.177 2.139  0.433
H 3.111 -0.709 1.055  0.212
H 4.472 1.365 1.145  0.389
H 4.722 3.746 0.615  0.390
H 2.852 4.943 -0.634  0.401
H 0.860 3.664 -1.244  0.406
Cl 1.877 -2.131 -2.949  -0.134
C 2.167 -0.394 -2.938  0.371
Cl 0.777 0.491 -3.659  -0.181
H 3.033 -0.163 -3.545  0.421
H 2.289 -0.067 -1.907  -0.263
O -2.367 1.941 -2.484  -0.471
C -3.346 2.610 -1.677  -0.530
C -2.676 3.328 -0.532  0.708
C -2.944 4.668 -0.309  -0.694
C -2.383 5.291 0.795  -0.318
C -1.559 4.554 1.629  -0.676
C -1.317 3.228 1.316  -0.446
N -1.872 2.613 0.268  -0.074
H -2.836 1.392 -3.121  0.274
H -4.062 1.884 -1.281  0.274
H -3.890 3.348 -2.271  0.344
H -3.576 5.215 -0.996  0.334
H -2.578 6.336 0.993  0.412
H -1.091 5.000 2.494  0.423
H -0.639 2.632 1.914  0.427
C -2.654 -2.652 1.175  -1.200
C -2.222 -1.845 0.000  1.019
O -2.897 -0.975 -0.531  -0.646
H -2.760 -3.698 0.884  0.279
H -3.599 -2.264 1.543  0.376
H -1.884 -2.618 1.946  0.371

Summary:
**HOMO**: -4.6 eV
**Charge**: 0
**ΔE to the lowest compared entry with this formula, charge and spin**: 0.997 eV



In eV, the E values for the records above are, in order, -8265.2100, -102592.9309, -14559.0255, -10980.4165, -6759.5022, -63202.4482.
In eV, the HOMO-LUMO gap values for the records above are, in order, 10.071, 9.095, 10.436, 9.796, 10.746, 4.331.